{
  "formula": "C36H74ClN2O3P2S",
  "method": "ωB97M-V with the def2-TZVPD basis set",
  "spin_multiplicity": 1,
  "total_charge": 1,
  "relative_energy_kcal_mol": 0.0,
  "energy_ha": -3292.0378,
  "orbital_gap_ev": 7.3,
  "elements": ["C", "C", "C", "C", "Cl", "C", "C", "O", "C", "N", "P", "N", "C", "O", "C", "C", "C", "O", "C", "P", "S", "H", "H", "H", "H", "H", "H", "H", "H", "H", "H", "H", "H", "H", "H", "H", "H", "H", "H", "C", "C", "C", "C", "C", "C", "H", "H", "H", "H", "H", "H", "H", "H", "H", "H", "H", "H", "H", "H", "C", "C", "C", "C", "C", "C", "H", "H", "H", "H", "H", "H", "H", "H", "H", "H", "H", "H", "H", "H", "C", "C", "C", "C", "C", "C", "H", "H", "H", "H", "H", "H", "H", "H", "H", "H", "H", "H", "H", "H", "C", "C", "C", "C", "C", "C", "H", "H", "H", "H", "H", "H", "H", "H", "H", "H", "H", "H", "H", "H"],
  "xyz": [[-1.339, 4.686, -5.850], [-0.971, 3.751, -5.194], [-0.450, 2.732, -4.358], [-1.254, 2.149, -3.366], [-2.855, 2.678, -3.198], [-0.759, 1.174, -2.550], [-1.681, 0.566, -1.516], [-2.686, -0.181, -2.145], [-2.540, -1.591, -2.102], [0.543, 0.772, -2.706], [1.279, -0.614, -1.735], [2.211, -1.504, -2.553], [1.360, 1.368, -3.598], [2.610, 0.977, -3.543], [3.618, 1.959, -3.114], [4.379, 1.428, -1.895], [3.719, 1.867, -0.598], [4.467, 0.018, -1.887], [0.876, 2.316, -4.475], [1.926, 3.076, -5.751], [2.675, 4.797, -5.263], [-1.656, 5.513, -6.432], [-1.157, 0.009, -0.752], [-2.156, 1.401, -1.012], [-1.584, -1.923, -2.495], [-2.693, -1.970, -1.096], [-3.319, -2.000, -2.727], [1.801, 0.044, -0.619], [0.142, -1.300, -1.369], [3.181, -1.508, -2.270], [4.282, 2.103, -3.955], [3.126, 2.894, -2.883], [5.376, 1.857, -1.965], [4.157, 2.796, -0.263], [3.811, 1.095, 0.154], [2.659, 2.042, -0.767], [5.063, -0.278, -2.580], [2.843, 2.059, -6.029], [1.067, 3.132, -6.844], [-1.397, 3.994, 4.336], [-2.815, 4.287, 3.853], [-3.489, 3.090, 3.184], [-2.784, 2.585, 1.925], [-2.616, 3.629, 0.821], [-3.938, 4.162, 0.274], [-0.733, 3.735, 3.509], [-0.969, 4.862, 4.836], [-1.392, 3.165, 5.045], [-2.800, 5.142, 3.170], [-3.425, 4.593, 4.705], [-4.524, 3.349, 2.947], [-3.544, 2.267, 3.903], [-3.352, 1.736, 1.527], [-1.800, 2.191, 2.194], [-2.053, 3.173, -0.002], [-2.003, 4.460, 1.176], [-4.554, 3.348, -0.115], [-3.762, 4.867, -0.540], [-4.513, 4.686, 1.037], [3.068, -1.819, 4.833], [1.807, -0.962, 4.918], [0.548, -1.677, 4.429], [0.588, -2.104, 2.961], [0.835, -0.961, 1.981], [-0.254, 0.110, 2.001], [3.300, -2.100, 3.804], [3.931, -1.280, 5.225], [2.955, -2.735, 5.414], [1.957, -0.035, 4.357], [1.650, -0.663, 5.956], [-0.318, -1.033, 4.603], [0.384, -2.569, 5.040], [-0.359, -2.591, 2.710], [1.361, -2.863, 2.820], [0.899, -1.389, 0.973], [1.805, -0.495, 2.178], [-1.234, -0.319, 1.778], [-0.055, 0.898, 1.266], [-0.319, 0.597, 2.974], [-5.045, -4.654, -1.701], [-6.324, -3.845, -1.503], [-7.582, -4.571, -1.974], [-7.607, -4.904, -3.467], [-7.455, -3.701, -4.395], [-8.572, -2.671, -4.249], [-4.861, -4.868, -2.755], [-4.181, -4.108, -1.317], [-5.098, -5.605, -1.168], [-6.233, -2.883, -2.017], [-6.436, -3.612, -0.441], [-8.456, -3.966, -1.718], [-7.686, -5.501, -1.408], [-8.552, -5.407, -3.692], [-6.822, -5.630, -3.694], [-7.436, -4.061, -5.426], [-6.488, -3.216, -4.226], [-9.545, -3.126, -4.444], [-8.442, -1.850, -4.955], [-8.598, -2.240, -3.248], [5.208, -2.459, 1.547], [5.225, -1.100, 2.241], [6.316, -0.164, 1.724], [7.748, -0.659, 1.929], [8.122, -0.950, 3.381], [8.046, 0.276, 4.287], [6.137, -3.005, 1.710], [4.394, -3.081, 1.922], [5.073, -2.342, 0.469], [5.329, -1.239, 3.320], [4.253, -0.615, 2.093], [6.198, 0.813, 2.202], [6.154, 0.001, 0.652], [8.435, 0.093, 1.529], [7.912, -1.561, 1.332], [9.140, -1.343, 3.401], [7.484, -1.742, 3.782], [8.700, 1.070, 3.923], [8.356, 0.029, 5.303], [7.032, 0.676, 4.345]],
  "forces_ev_per_angstrom": [[0.119, -0.333, 0.171], [0.021, 0.255, -0.080], [0.042, -0.130, 0.061], [-0.031, 0.377, -0.392], [-0.484, 0.201, 0.063], [0.409, -0.587, 0.056], [-0.164, -0.091, -0.018], [-0.080, 0.093, -0.070], [-0.147, 0.098, -0.020], [-0.794, 0.056, 0.739], [1.416, -1.219, -0.444], [-0.748, -0.760, 0.356], [-0.127, 0.001, 0.260], [0.804, 0.436, 0.071], [0.088, -0.417, -0.263], [-0.133, 0.059, 0.076], [-0.200, -0.079, -0.373], [0.308, 0.014, 0.085], [-0.202, 0.174, -0.529], [0.506, 1.031, 0.343], [-0.047, -0.310, 0.010], [-0.111, 0.195, -0.151], [0.110, -0.137, 0.198], [-0.102, 0.133, 0.129], [0.271, -0.088, -0.102], [0.125, -0.046, 0.292], [-0.191, -0.061, -0.180], [-0.408, 0.308, 0.114], [-0.479, 0.370, 0.005], [-0.056, 0.349, -0.332], [0.100, 0.024, -0.271], [-0.041, 0.323, -0.024], [0.214, 0.099, 0.085], [0.043, 0.184, 0.264], [0.255, -0.051, 0.277], [-0.216, 0.114, 0.111], [0.138, -0.021, -0.108], [-0.091, -0.236, -0.116], [-0.145, -0.372, -0.188], [-0.055, 0.058, -0.033], [0.056, -0.052, 0.045], [-0.031, 0.031, -0.014], [0.071, -0.034, -0.005], [-0.098, -0.022, -0.036], [0.131, 0.009, -0.076], [0.013, -0.011, -0.011], [0.013, -0.003, 0.017], [0.011, -0.030, -0.004], [-0.022, 0.005, -0.006], [-0.006, 0.024, 0.001], [-0.002, -0.004, -0.011], [-0.001, -0.007, 0.013], [-0.012, -0.007, -0.014], [-0.093, 0.074, 0.001], [0.041, 0.095, 0.013], [0.021, -0.011, 0.022], [-0.037, -0.004, 0.032], [-0.027, 0.006, -0.008], [-0.003, -0.023, 0.031], [-0.103, 0.020, -0.013], [0.049, -0.084, 0.029], [0.007, 0.037, -0.001], [0.014, -0.031, 0.030], [-0.115, 0.066, -0.095], [0.155, -0.105, -0.104], [-0.061, -0.011, 0.085], [0.010, -0.003, 0.019], [-0.017, -0.028, 0.007], [-0.015, 0.025, 0.003], [0.003, 0.030, 0.009], [-0.013, -0.009, -0.010], [0.006, -0.006, 0.019], [-0.011, 0.015, -0.015], [0.017, -0.003, 0.005], [0.034, -0.061, 0.049], [0.030, -0.040, -0.005], [-0.017, 0.011, 0.044], [-0.001, 0.012, 0.015], [-0.003, 0.008, 0.028], [-0.035, 0.145, 0.008], [0.050, -0.056, 0.035], [-0.024, 0.012, -0.019], [0.032, -0.009, 0.007], [-0.083, 0.019, -0.019], [0.091, -0.001, -0.014], [0.007, -0.021, -0.001], [0.031, -0.049, 0.009], [0.001, -0.032, -0.023], [-0.019, 0.008, -0.001], [0.003, 0.021, 0.005], [-0.010, -0.002, -0.009], [0.006, -0.003, 0.014], [-0.012, 0.002, -0.014], [-0.001, -0.007, 0.011], [0.022, 0.005, -0.013], [0.015, -0.018, 0.001], [-0.020, -0.006, 0.023], [-0.016, 0.005, -0.010], [-0.012, -0.004, 0.012], [-0.027, 0.072, 0.061], [0.113, -0.025, -0.114], [-0.062, 0.077, -0.047], [-0.013, -0.056, -0.015], [0.034, 0.080, 0.033], [-0.014, -0.084, -0.010], [0.010, -0.007, -0.003], [-0.017, -0.037, -0.013], [0.018, -0.002, -0.018], [0.033, 0.046, -0.079], [-0.017, 0.025, 0.054], [0.011, 0.003, 0.001], [0.010, -0.003, -0.011], [0.010, 0.008, 0.010], [-0.010, -0.004, -0.007], [0.001, -0.025, 0.009], [-0.006, -0.023, -0.015], [-0.013, 0.024, -0.010], [0.011, 0.011, 0.010], [-0.012, 0.013, -0.002]]
}

{
  "formula": "C48H38ClFIrNOP2",
  "method": "ωB97M-V with the def2-TZVPD basis set",
  "spin_multiplicity": 5,
  "total_charge": 2,
  "s2": 6.048,
  "energy_ha": -3328.4545,
  "orbital_gap_ev": [6.8, 6.8],
  "elements": ["Ir", "O", "C", "C", "C", "C", "C", "C", "P", "C", "C", "C", "C", "C", "C", "C", "C", "C", "C", "C", "C", "C", "C", "C", "C", "C", "C", "P", "C", "C", "C", "C", "C", "C", "C", "C", "C", "C", "C", "C", "H", "H", "H", "H", "H", "H", "H", "H", "H", "H", "H", "H", "H", "H", "H", "H", "H", "H", "H", "H", "H", "H", "H", "H", "H", "H", "H", "H", "Cl", "C", "C", "C", "C", "N", "C", "H", "H", "H", "H", "F", "C", "C", "C", "C", "C", "C", "C", "H", "H", "H", "H", "H", "H"],
  "xyz": [[0.603, 0.739, 0.806], [2.499, 0.954, 2.510], [3.715, 0.340, 2.164], [4.773, 0.208, 3.047], [5.975, -0.322, 2.600], [6.137, -0.735, 1.285], [5.060, -0.652, 0.425], [3.841, -0.126, 0.857], [2.472, -0.109, -0.305], [2.821, 1.119, -1.584], [3.879, 2.019, -1.483], [4.015, 3.033, -2.426], [3.095, 3.154, -3.459], [2.032, 2.261, -3.560], [1.889, 1.252, -2.622], [2.403, -1.737, -1.052], [1.858, -2.773, -0.291], [1.834, -4.061, -0.799], [2.344, -4.312, -2.069], [2.879, -3.280, -2.829], [2.908, -1.986, -2.326], [2.072, 0.895, 3.844], [2.799, 1.488, 4.862], [2.393, 1.315, 6.177], [1.255, 0.575, 6.479], [0.474, 0.086, 5.445], [0.868, 0.254, 4.116], [-0.353, -0.029, 2.814], [-0.907, -1.727, 2.886], [-0.035, -2.691, 3.400], [-0.395, -4.030, 3.375], [-1.612, -4.412, 2.824], [-2.470, -3.458, 2.290], [-2.118, -2.117, 2.306], [-1.696, 1.106, 3.276], [-1.458, 2.476, 3.105], [-2.443, 3.402, 3.406], [-3.680, 2.969, 3.879], [-3.908, 1.617, 4.083], [-2.921, 0.685, 3.785], [4.689, 0.493, 4.084], [6.797, -0.406, 3.302], [7.082, -1.135, 0.943], [5.146, -1.022, -0.591], [4.604, 1.929, -0.682], [4.846, 3.725, -2.354], [3.210, 3.943, -4.195], [1.319, 2.353, -4.370], [1.059, 0.555, -2.700], [1.455, -2.573, 0.698], [1.417, -4.869, -0.211], [2.321, -5.318, -2.469], [3.274, -3.483, -3.816], [3.326, -1.182, -2.920], [3.659, 2.106, 4.637], [2.974, 1.767, 6.972], [0.958, 0.419, 7.508], [-0.470, -0.407, 5.662], [0.910, -2.394, 3.842], [0.272, -4.776, 3.791], [-1.892, -5.459, 2.808], [-3.415, -3.758, 1.856], [-2.779, -1.387, 1.858], [-0.490, 2.820, 2.760], [-2.249, 4.461, 3.284], [-4.455, 3.690, 4.106], [-4.859, 1.280, 4.480], [-3.111, -0.363, 3.975], [2.645, 6.012, 0.431], [1.353, 4.952, 0.050], [0.259, 5.381, -0.685], [-0.739, 4.466, -0.985], [-0.619, 3.164, -0.543], [0.439, 2.770, 0.184], [1.411, 3.643, 0.479], [0.198, 6.412, -1.016], [-1.605, 4.756, -1.566], [-1.370, 2.417, -0.775], [2.252, 3.285, 1.061], [-7.476, 0.815, 0.123], [-6.184, 0.551, -0.069], [-5.242, 1.345, 0.568], [-3.907, 1.070, 0.374], [-3.489, -0.001, -0.456], [-2.128, -0.291, -0.634], [-4.493, -0.781, -1.084], [-5.829, -0.507, -0.894], [-5.573, 2.160, 1.200], [-3.155, 1.677, 0.875], [-1.764, -1.112, -1.239], [-1.405, 0.336, -0.117], [-4.196, -1.606, -1.722], [-6.605, -1.094, -1.371]],
  "forces_ev_per_angstrom": [[-0.101, -0.334, 0.241], [0.094, 0.223, -0.019], [-0.038, -0.046, 0.018], [0.167, -0.082, 0.089], [0.033, -0.011, -0.001], [-0.004, 0.001, 0.024], [0.023, -0.118, 0.038], [-0.020, 0.151, -0.109], [0.035, 0.130, -0.201], [-0.116, 0.020, -0.029], [0.039, 0.018, -0.012], [0.000, -0.005, 0.020], [0.009, 0.013, 0.000], [0.009, -0.008, 0.048], [0.044, -0.001, -0.017], [-0.097, -0.020, -0.001], [-0.019, -0.045, -0.009], [-0.004, 0.016, -0.002], [-0.003, -0.005, -0.008], [-0.009, 0.033, -0.008], [0.038, -0.080, -0.020], [-0.036, -0.146, 0.007], [-0.036, 0.227, 0.068], [-0.003, 0.005, 0.051], [-0.020, -0.026, -0.054], [0.005, 0.075, 0.065], [-0.075, -0.045, 0.069], [-0.045, 0.500, 0.080], [0.172, -0.162, -0.146], [-0.070, -0.046, 0.107], [0.035, 0.005, -0.005], [0.020, -0.051, 0.006], [0.003, 0.063, -0.022], [0.023, -0.074, -0.046], [-0.064, -0.011, -0.058], [-0.048, -0.077, 0.031], [-0.024, -0.045, 0.018], [0.051, 0.039, -0.010], [-0.029, -0.038, 0.013], [0.022, -0.044, 0.064], [0.052, -0.044, -0.154], [-0.045, -0.011, -0.048], [-0.026, -0.001, 0.020], [0.011, 0.032, 0.031], [-0.030, 0.001, -0.029], [-0.047, -0.046, -0.002], [-0.009, -0.064, 0.061], [0.037, -0.018, 0.041], [0.015, 0.019, -0.003], [0.008, -0.014, -0.014], [0.011, 0.041, -0.020], [0.011, 0.045, 0.021], [-0.020, 0.013, 0.041], [-0.009, -0.030, 0.019], [-0.059, -0.069, 0.009], [-0.053, -0.028, -0.045], [0.000, 0.037, -0.054], [0.081, 0.034, 0.001], [-0.038, -0.025, -0.027], [-0.040, 0.049, -0.025], [0.007, 0.067, 0.012], [0.031, 0.005, 0.013], [-0.010, 0.027, 0.033], [0.015, 0.012, -0.035], [-0.007, -0.062, -0.009], [0.043, -0.032, 0.004], [0.064, 0.020, -0.031], [-0.006, -0.010, -0.058], [0.020, 0.033, 0.011], [0.022, 0.132, -0.046], [-0.094, 0.082, -0.085], [-0.007, 0.091, -0.048], [0.065, 0.053, 0.013], [-0.046, -0.088, 0.115], [0.018, -0.161, 0.018], [0.001, -0.092, 0.010], [0.047, -0.004, 0.036], [0.060, 0.043, 0.046], [-0.054, -0.033, -0.008], [-0.047, 0.009, -0.002], [-0.030, -0.010, -0.003], [0.073, 0.101, 0.062], [0.035, 0.077, 0.052], [0.066, -0.040, -0.013], [-0.174, -0.140, -0.192], [-0.034, -0.059, -0.036], [0.043, -0.105, -0.077], [0.027, -0.058, -0.042], [-0.082, -0.038, -0.019], [-0.045, 0.093, 0.053], [0.186, 0.062, 0.055], [-0.039, 0.067, 0.034], [0.044, 0.034, 0.034]]
}

Q: Number 2 is which compound?
A: C48H38ClFIrNOP2